1.
{"formula": "C24H45BBrFNO8S2", "method": "the ωB97M-V functional and the def2-TZVPD basis", "symbols": ["C", "C", "C", "C", "C", "C", "C", "F", "C", "N", "Br", "C", "C", "C", "C", "O", "B", "O", "O", "C", "O", "C", "C", "C", "H", "H", "H", "H", "H", "H", "H", "H", "H", "H", "H", "H", "H", "H", "H", "H", "H", "H", "H", "H", "H", "H", "H", "H", "H", "H", "H", "H", "H", "C", "C", "C", "S", "O", "O", "C", "H", "H", "H", "H", "H", "H", "H", "H", "C", "C", "C", "S", "O", "O", "C", "H", "H", "H", "H", "H", "H", "H", "H"], "positions_angstrom": [[-2.999, 1.126, 1.868], [-1.696, 1.464, 2.856], [-0.835, 0.123, 3.251], [0.758, 0.379, 3.535], [1.680, 0.596, 2.196], [1.441, -0.629, 1.131], [0.896, -0.043, -0.323], [-0.256, 0.782, 0.106], [2.249, 0.657, -0.925], [2.310, 0.522, -2.318], [3.794, 1.225, -3.293], [1.062, -0.192, -2.881], [1.273, -1.000, -4.293], [-0.277, -0.960, -5.180], [-0.831, -2.513, -5.698], [-1.480, -1.632, -4.463], [0.121, 1.152, -3.235], [-1.334, 1.131, -2.925], [0.665, 2.398, -3.813], [0.651, -1.096, -1.565], [-0.605, -1.860, -1.560], [-0.628, -2.889, -0.503], [-0.975, -4.411, -1.100], [-2.305, -5.084, -0.409], [-3.243, -0.036, 1.859], [-3.949, 1.757, 2.192], [-2.787, 1.442, 0.740], [-2.160, 2.003, 3.810], [-0.990, 2.244, 2.334], [-1.297, -0.273, 4.278], [-1.074, -0.688, 2.441], [1.180, -0.562, 4.093], [0.921, 1.327, 4.222], [2.839, 0.599, 2.479], [1.453, 1.667, 1.785], [0.766, -1.480, 1.574], [2.514, -1.092, 0.902], [3.043, 1.153, -0.222], [1.529, -2.138, -4.178], [1.981, -0.425, -5.047], [-0.468, 0.015, -5.949], [-0.947, -2.009, -6.777], [-1.912, -2.912, -5.736], [-1.439, 1.896, -2.258], [0.828, 2.325, -4.799], [1.515, -1.917, -1.514], [-1.483, -2.639, 0.291], [0.416, -2.993, 0.034], [-1.015, -4.355, -2.273], [-0.063, -5.122, -0.824], [-2.095, -5.508, 0.680], [-3.121, -4.252, -0.305], [-2.652, -5.996, -1.097], [-8.352, 1.402, 2.618], [-8.644, 1.379, 4.118], [-7.328, 1.089, 4.837], [-6.032, 1.714, 3.779], [-5.241, 0.596, 3.308], [-5.434, 2.881, 4.396], [-7.099, 2.248, 2.455], [-9.191, 1.811, 2.047], [-8.165, 0.381, 2.262], [-9.027, 2.358, 4.429], [-9.405, 0.634, 4.370], [-7.280, 1.591, 5.806], [-7.171, 0.014, 4.966], [-6.603, 2.102, 1.493], [-7.317, 3.309, 2.608], [9.152, 1.177, -1.832], [7.891, 2.038, -1.883], [6.748, 1.213, -1.295], [7.496, 0.078, -0.135], [7.317, -1.271, -0.630], [7.131, 0.465, 1.213], [9.182, 0.571, -0.436], [10.053, 1.763, -2.035], [9.088, 0.382, -2.585], [8.042, 2.942, -1.280], [7.662, 2.359, -2.904], [6.025, 1.843, -0.771], [6.241, 0.625, -2.065], [9.844, -0.293, -0.357], [9.450, 1.322, 0.313]], "lowdin_charge": [-0.138, -0.229, -0.216, -0.202, -0.203, -0.115, -0.211, -0.009, 0.106, -0.383, 0.943, -0.225, -0.020, -0.121, -0.061, -0.180, -0.433, 0.078, 0.047, -0.135, -0.126, -0.172, -0.207, -0.145, 0.085, 0.048, 0.067, 0.119, 0.095, 0.129, 0.088, 0.117, 0.129, 0.127, 0.112, 0.119, 0.139, 0.181, 0.143, 0.114, 0.194, 0.068, 0.146, 0.143, 0.127, 0.193, 0.144, 0.118, 0.116, 0.113, 0.089, 0.078, 0.093, -0.225, -0.218, -0.224, 0.665, -0.356, -0.324, -0.234, 0.120, 0.122, 0.121, 0.119, 0.108, 0.108, 0.109, 0.113, -0.219, -0.217, -0.280, 0.663, -0.319, -0.327, -0.229, 0.123, 0.124, 0.124, 0.115, 0.092, 0.036, 0.116, 0.115], "homo_lumo_gap_ha": 0.2276, "largest_force_ha_per_bohr": 0.1262, "multiplicity": 1, "total_charge": 1}

2.
{"formula": "C24H45BCl38N3O2", "method": "the ωB97M-V functional and the def2-TZVPD basis", "symbols": ["C", "B", "O", "C", "C", "N", "C", "O", "C", "N", "N", "H", "H", "H", "H", "H", "H", "H", "C", "Cl", "Cl", "H", "H", "C", "Cl", "Cl", "H", "H", "C", "Cl", "Cl", "H", "H", "C", "Cl", "Cl", "H", "H", "C", "Cl", "Cl", "H", "H", "C", "Cl", "Cl", "H", "H", "C", "Cl", "Cl", "H", "H", "C", "Cl", "Cl", "H", "H", "C", "Cl", "Cl", "H", "H", "C", "Cl", "Cl", "H", "H", "C", "Cl", "Cl", "H", "H", "C", "Cl", "Cl", "H", "H", "C", "Cl", "Cl", "H", "H", "C", "Cl", "Cl", "H", "H", "C", "Cl", "Cl", "H", "H", "C", "Cl", "Cl", "H", "H", "C", "Cl", "Cl", "H", "H", "C", "Cl", "Cl", "H", "H", "C", "Cl", "Cl", "H", "H"], "positions_angstrom": [[1.575, -1.074, 3.530], [0.580, -1.054, 2.344], [0.976, -1.640, 1.179], [-0.895, -0.384, 2.338], [-1.153, 0.812, 1.720], [-2.520, 1.021, 1.854], [-3.019, 0.036, 2.545], [-4.341, -0.058, 2.885], [-4.798, -1.273, 2.706], [-5.080, -2.385, 2.819], [-2.096, -0.853, 2.830], [1.122, -1.027, 4.516], [2.143, -2.001, 3.433], [2.322, -0.280, 3.474], [0.652, -1.112, 0.431], [-0.486, 1.473, 1.206], [-3.058, 1.794, 1.487], [-2.213, -1.734, 3.315], [2.670, 3.249, 2.013], [1.663, 2.040, 1.203], [3.834, 2.548, 3.133], [3.204, 3.811, 1.260], [2.012, 3.900, 2.575], [2.375, 4.891, -1.725], [2.116, 5.756, -0.200], [3.127, 3.300, -1.492], [1.413, 4.743, -2.203], [3.020, 5.491, -2.352], [-5.455, -3.493, -0.773], [-4.912, -5.018, -1.475], [-4.785, -2.130, -1.686], [-6.537, -3.447, -0.813], [-5.114, -3.439, 0.255], [-0.693, 0.520, -2.694], [-0.775, 0.388, -0.915], [-0.455, 2.193, -3.193], [0.137, -0.077, -3.051], [-1.627, 0.157, -3.104], [0.591, 7.665, -3.777], [-0.578, 6.794, -2.767], [2.081, 8.026, -2.891], [0.841, 7.045, -4.629], [0.144, 8.598, -4.100], [0.729, -4.590, 5.176], [-0.439, -3.254, 5.100], [1.875, -4.520, 3.843], [1.274, -4.516, 6.110], [0.190, -5.528, 5.127], [2.561, 6.018, -7.381], [3.116, 4.642, -6.421], [0.881, 6.432, -7.015], [3.186, 6.874, -7.157], [2.632, 5.764, -8.432], [-1.627, -6.983, -1.918], [-1.026, -8.424, -2.750], [-1.112, -5.489, -2.712], [-2.710, -7.011, -1.908], [-1.242, -6.986, -0.905], [-2.323, 4.392, -8.820], [-2.877, 5.879, -8.038], [-0.694, 4.562, -9.479], [-2.317, 3.596, -8.084], [-3.002, 4.152, -9.630], [4.930, 5.496, 5.410], [6.187, 5.189, 4.209], [3.312, 5.499, 4.694], [4.973, 4.721, 6.167], [5.105, 6.469, 5.854], [-3.685, -1.793, -5.532], [-1.941, -2.052, -5.453], [-4.203, -0.385, -4.587], [-3.963, -1.632, -6.567], [-4.183, -2.671, -5.138], [3.754, -3.615, 7.977], [2.969, -5.124, 8.458], [3.780, -3.428, 6.217], [3.203, -2.786, 8.405], [4.773, -3.619, 8.342], [2.326, -9.895, -1.762], [2.309, -9.154, -0.153], [2.715, -11.615, -1.680], [1.347, -9.779, -2.207], [3.074, -9.397, -2.367], [-1.119, 5.914, 1.289], [-1.833, 4.430, 0.632], [0.016, 5.570, 2.599], [-0.585, 6.418, 0.491], [-1.913, 6.543, 1.673], [-4.710, -7.114, 2.198], [-4.965, -5.421, 2.637], [-3.502, -7.292, 0.923], [-4.374, -7.655, 3.074], [-5.647, -7.523, 1.840], [-2.476, -7.014, -5.936], [-3.586, -5.640, -5.823], [-1.536, -6.978, -7.429], [-1.795, -6.975, -5.096], [-3.057, -7.929, -5.911], [3.061, -3.142, -2.020], [1.762, -1.940, -2.140], [4.132, -3.085, -3.418], [3.636, -2.933, -1.126], [2.610, -4.125, -1.963], [3.074, 9.618, 3.740], [2.326, 8.152, 3.098], [4.238, 9.263, 5.025], [3.594, 10.123, 2.934], [2.298, 10.255, 4.145], [-0.239, 1.986, 5.731], [-1.119, 0.808, 6.709], [-0.183, 1.461, 4.027], [-0.746, 2.942, 5.785], [0.773, 2.075, 6.109]], "lowdin_charge": [-0.075, -0.585, 0.127, -0.195, -0.327, 0.217, -0.307, 0.180, -0.248, 0.206, 0.248, 0.021, 0.016, 0.058, 0.012, -0.035, 0.172, 0.166, -1.029, 0.596, 0.532, -0.039, -0.066, -1.000, 0.544, 0.535, -0.015, -0.007, -1.013, 0.515, 0.485, 0.033, -0.026, -0.958, 0.655, 0.546, -0.025, -0.015, -0.994, 0.517, 0.540, -0.064, 0.031, -0.972, 0.556, 0.552, -0.036, 0.033, -0.992, 0.510, 0.526, 0.028, 0.026, -1.036, 0.561, 0.521, -0.021, 0.004, -1.019, 0.495, 0.491, 0.023, 0.024, -1.003, 0.513, 0.472, 0.027, -0.002, -1.012, 0.513, 0.490, 0.030, 0.001, -0.995, 0.524, 0.526, 0.027, 0.027, -1.040, 0.486, 0.512, -0.036, 0.026, -0.987, 0.517, 0.525, -0.016, 0.034, -1.002, 0.508, 0.525, 0.027, 0.030, -1.038, 0.496, 0.519, -0.049, 0.029, -1.000, 0.546, 0.529, 0.030, 0.025, -0.999, 0.465, 0.522, 0.028, 0.026, -0.918, 0.528, 0.741, 0.031, 0.036], "homo_lumo_gap_ha": 0.3529, "largest_force_ha_per_bohr": 0.0417, "multiplicity": 1, "total_charge": 1}